Density functional theory data (ωB97M-V/def2-TZVPD) for a molecular structure, C26H31AsCl2O7P2RuSi at a distorted geometry.

XYZ file:
```
71
Properties=species:S:1:pos:R:3:forces:R:3:mulliken_charge:R:1
Ru -0.46125 -0.14882 0.37450 0.98 0.84 -1.06 0.340
Cl 0.96570 -0.11293 2.83123 -0.33 0.01 0.11 -0.023
C 2.52183 -0.12739 1.97777 -0.04 -0.03 0.00 -0.473
Cl 2.27021 0.25668 0.26648 -0.19 -0.11 0.13 -0.025
H 2.94162 -1.12238 2.05755 0.00 0.00 -0.02 0.358
H 3.15376 0.63152 2.42218 0.02 0.00 -0.03 0.359
C -1.95010 3.15457 -3.34836 -0.02 -0.02 -0.01 -1.894
C -0.96708 2.46392 -2.40800 0.01 0.02 0.01 1.430
O 0.37619 2.87217 -2.61055 0.02 -0.06 -0.02 -0.621
P -0.96217 0.65624 -2.61434 0.03 0.21 -0.16 0.694
O -0.38920 0.45036 -4.07366 0.10 -0.01 0.09 -0.570
O -2.42989 0.07706 -2.59723 0.27 -0.03 -0.12 -0.363
O -0.10672 -0.06059 -1.60721 -0.57 -0.18 -0.54 -0.592
P -1.37983 2.76182 -0.62333 -0.09 0.08 -0.12 0.403
O -1.05810 4.29524 -0.35715 0.08 -0.01 -0.12 -0.608
O -2.81850 2.42819 -0.45582 -0.05 0.02 -0.03 -0.531
O -0.36393 1.96840 0.16088 0.17 -0.12 0.58 -0.683
H -1.82320 2.81888 -4.38084 0.01 0.02 -0.01 0.468
H -1.75134 4.22641 -3.32262 -0.02 0.00 0.02 0.444
H -2.97966 2.98564 -3.03212 0.00 -0.02 -0.01 0.385
H 0.57630 2.84957 -3.55531 -0.01 0.03 0.00 0.420
H 0.22192 -0.29300 -4.17648 -0.02 0.00 -0.01 0.372
H -3.01769 0.38699 -3.30018 -0.08 0.03 0.08 0.369
H -1.80536 4.87392 -0.55092 -0.02 0.00 0.05 0.401
C -7.01026 0.37077 -1.52932 -0.01 0.04 0.01 -0.613
C -6.63167 1.25568 -0.52902 -0.01 0.01 -0.01 -0.760
C -5.38754 1.14005 0.07202 -0.06 -0.06 0.00 -0.388
C -4.53756 0.12115 -0.33398 0.06 0.18 0.05 1.133
C -4.90370 -0.77057 -1.33258 -0.09 -0.08 0.07 -0.468
C -6.14968 -0.64073 -1.93090 0.04 -0.01 -0.02 -0.896
As -2.88393 -0.12720 0.59881 0.69 -0.70 0.64 1.958
C -2.59986 0.71966 2.30570 -0.53 0.15 0.25 0.441
C -2.48836 2.06624 2.62880 0.08 0.04 -0.14 -0.510
C -2.15057 2.43489 3.92079 -0.01 -0.01 0.02 -0.959
C -1.93087 1.46258 4.88819 0.01 0.01 0.01 -0.856
C -2.07478 0.11920 4.58132 0.04 -0.01 -0.04 -0.447
C -2.42455 -0.26749 3.29112 -0.08 0.11 0.13 -0.125
C -2.70294 -1.65442 2.87862 0.01 -0.10 -0.06 0.755
C -2.65596 -2.77137 3.70575 0.01 0.02 0.00 -0.722
C -2.99421 -4.01360 3.19604 0.00 -0.03 0.00 -0.902
C -3.37065 -4.15451 1.86498 0.00 -0.02 0.00 -0.819
C -3.39444 -3.05048 1.02704 0.01 0.02 -0.01 -0.637
C -3.06772 -1.80710 1.54167 -0.16 -0.06 -0.12 0.166
H -7.98088 0.46966 -1.99670 -0.01 -0.01 0.00 0.408
H -7.30506 2.04256 -0.21662 0.00 0.00 0.00 0.430
H -5.08382 1.83585 0.84237 0.01 0.00 -0.03 0.327
H -4.23476 -1.56309 -1.64291 0.00 0.00 0.00 0.483
H -6.44914 -1.33396 -2.70592 0.00 -0.01 0.00 0.438
H -2.66791 2.82004 1.87646 0.01 -0.01 0.00 0.535
H -2.06311 3.48248 4.17482 0.00 0.00 0.00 0.445
H -1.66254 1.75610 5.89453 0.00 0.00 0.00 0.429
H -1.93037 -0.62677 5.35149 0.00 0.00 0.01 0.429
H -2.37029 -2.67897 4.74532 -0.01 0.01 0.00 0.434
H -2.97285 -4.88128 3.84245 0.00 0.00 0.00 0.469
H -3.64358 -5.12986 1.48339 0.00 0.00 0.00 0.454
H -3.65619 -3.17416 -0.01616 -0.02 0.01 0.01 0.306
C 0.32660 -5.76090 1.74223 0.00 0.05 -0.03 -0.744
Si 0.27088 -5.07383 0.00604 0.00 -0.06 -0.02 -0.212
C -1.13411 -5.84088 -0.96257 0.05 0.02 0.03 -0.877
C 1.89808 -5.35019 -0.87146 -0.06 0.00 0.03 -0.979
C -0.01437 -3.24856 0.11793 0.09 0.00 -0.06 -0.247
C -0.20755 -2.04022 0.20214 -0.28 -0.19 0.46 0.523
H 0.45682 -6.84500 1.71942 0.00 0.00 -0.01 0.352
H -0.59652 -5.53952 2.27938 -0.02 0.00 0.00 0.107
H 1.15560 -5.33360 2.30903 0.00 0.00 0.00 0.299
H -1.04710 -6.92965 -0.96026 0.00 0.00 -0.01 0.358
H -1.12851 -5.50713 -2.00176 0.00 0.01 0.00 0.309
H -2.10092 -5.58083 -0.52903 0.00 0.00 0.02 0.190
H 2.10103 -6.42106 -0.94402 0.01 0.00 -0.01 0.320
H 2.72598 -4.88801 -0.33182 -0.01 0.01 0.01 0.298
H 1.88318 -4.94261 -1.88342 -0.01 0.01 0.00 0.303
```
Forces are in eV/Å.

Values from the calculation:
LUMO level (alpha / beta): -3.9 / -4.4 eV
ΔE to the lowest compared entry with this formula, charge and spin: 34.0 kcal per mole
<S²>: 0.7711
Frontier orbital gap (alpha / beta): 7.056 / 6.579 eV
Total charge: +1
2S+1: 2

Density functional theory data (ωB97M-V/def2-TZVPD) for a molecular structure, C26H31BaN2O4P at a distorted geometry.

XYZ file:
```
65
Properties=species:S:1:pos:R:3:forces:R:3:mulliken_charge:R:1
Ba -0.17247 -0.68985 0.10003 1.49 -1.64 -3.84 1.736
C -1.60959 -4.51822 1.83777 -0.03 0.04 0.06 -1.290
C -1.73292 -3.19180 2.50240 0.08 -0.01 0.17 0.029
N -1.21552 -2.05700 2.07226 -0.42 -0.53 0.37 -0.372
C -1.53608 -1.09571 3.00595 -0.16 0.06 0.29 0.625
C -2.25648 -1.67509 4.01958 0.20 0.01 -0.12 -0.091
N -2.35655 -2.99745 3.68053 -0.09 0.07 -0.11 0.065
C -2.87806 -1.22944 5.29569 -0.21 -0.09 0.05 0.538
O -2.74165 0.02827 5.60940 -0.21 0.08 0.05 -0.548
O -3.47692 -2.04479 5.96230 0.10 -0.02 -0.02 -0.632
C -1.11923 0.33978 2.84753 -0.35 0.19 0.97 0.656
O -1.35570 1.10971 3.78791 0.00 -0.04 -0.40 -0.799
O -0.55048 0.64654 1.75731 -0.45 1.85 2.48 -0.719
H -1.09699 -4.40142 0.88647 -0.01 -0.02 -0.01 0.271
H -2.58696 -4.96518 1.65558 0.00 0.01 -0.01 0.355
H -1.03365 -5.20308 2.46145 0.00 -0.02 -0.03 0.317
H -2.86701 -3.66103 4.24450 0.01 -0.01 0.05 0.227
H -2.25519 0.53124 4.87298 0.27 0.02 0.19 0.468
C 5.78347 -1.46238 -1.60318 -0.09 -0.01 -0.02 -1.180
C 4.26405 -1.59282 -1.67297 -0.10 0.06 0.10 -0.739
P 3.28296 -0.70580 -0.38014 0.34 -0.08 -0.04 0.607
C 3.90292 1.02791 -0.57184 -0.24 -0.04 0.11 -0.734
C 2.93975 2.05982 0.02110 0.06 -0.10 -0.02 -1.048
C 4.12646 -1.26807 1.17292 -0.23 0.13 -0.02 -0.727
C 3.26581 -1.02514 2.41632 0.08 -0.01 -0.11 -1.114
H 6.23675 -1.99640 -2.43912 0.05 0.02 0.02 0.411
H 6.17981 -1.88986 -0.68209 0.02 0.02 0.01 0.259
H 6.09914 -0.42045 -1.66260 0.02 -0.01 0.01 0.270
H 3.97283 -2.64496 -1.61212 -0.02 0.01 -0.05 0.362
H 3.89544 -1.22390 -2.63380 -0.04 -0.05 0.00 0.305
H 4.01627 1.20546 -1.64415 0.04 0.00 0.00 0.424
H 4.88863 1.11439 -0.11073 0.04 0.00 -0.07 0.492
H 1.96911 2.01953 -0.47871 -0.01 0.04 0.00 0.168
H 3.33611 3.06796 -0.09870 -0.05 0.02 0.01 0.365
H 2.77750 1.89117 1.08723 -0.02 0.04 -0.01 0.257
H 5.08578 -0.75664 1.26805 0.05 -0.06 -0.01 0.455
H 4.32595 -2.33689 1.06387 0.05 0.00 0.00 0.422
H 2.95475 0.01843 2.49011 -0.01 -0.02 0.05 0.244
H 3.81430 -1.27504 3.32476 -0.04 0.00 0.02 0.381
H 2.36523 -1.64406 2.38987 -0.02 0.03 0.03 0.180
C -3.52185 4.81649 -4.27741 -0.01 0.01 0.00 -0.388
C -3.85548 4.71960 -2.93414 -0.03 0.04 -0.03 -0.567
C -3.26466 3.74969 -2.14154 0.02 -0.03 -0.04 -0.527
C -2.33653 2.84215 -2.66399 -0.12 0.19 0.08 0.687
C -2.00579 2.96002 -4.01652 0.00 -0.04 0.03 -0.092
C -2.59284 3.93417 -4.80966 0.02 0.00 -0.03 -0.691
C -1.75478 1.83684 -1.74280 0.09 -0.09 -0.15 -0.725
C -1.11114 0.69079 -2.00859 -0.13 0.01 -0.05 -1.456
C -0.87486 0.13067 -3.33434 -0.07 0.16 0.12 0.538
C 0.40400 0.14467 -3.91565 -0.04 -0.07 0.05 0.020
C 0.64473 -0.47198 -5.13360 0.01 -0.01 -0.02 -0.704
C -0.37539 -1.13640 -5.80130 0.04 -0.03 -0.09 -0.443
C -1.64371 -1.17425 -5.23395 0.02 0.03 0.03 -0.612
C -1.89162 -0.55239 -4.02120 0.03 -0.10 -0.07 -0.025
H -3.97508 5.57670 -4.90104 0.00 -0.01 0.00 0.372
H -4.57553 5.40656 -2.50611 0.01 -0.02 0.02 0.362
H -3.52844 3.68564 -1.09155 0.03 -0.02 0.01 0.357
H -1.27904 2.29061 -4.45213 0.02 -0.01 -0.01 0.398
H -2.31746 4.00693 -5.85494 0.00 -0.01 0.01 0.382
H -1.91677 2.11014 -0.69561 0.00 0.01 0.00 0.162
H 1.20184 0.66864 -3.39801 0.02 0.01 -0.03 0.501
H 1.63644 -0.43424 -5.57027 0.00 0.01 0.01 0.396
H -0.18468 -1.61664 -6.75260 0.00 0.00 0.01 0.381
H -2.44548 -1.68848 -5.75081 -0.02 0.01 0.02 0.385
H -2.88406 -0.57883 -3.58622 -0.01 0.02 -0.02 0.392
```
Forces are in eV/Å.

Values from the calculation:
LUMO level: -0.5 eV
ΔE to the lowest compared entry with this formula, charge and spin: 20.1 kcal per mole
Frontier orbital gap: 6.146 eV